{"formula": "C2H5NO3", "method": "the ωB97M-V functional and the def2-TZVPD basis", "species": ["C", "C", "N", "O", "O", "O", "H", "H", "H", "H", "H"], "xyz": [[0.3169, -0.0447, -0.1611], [-1.4494, 0.6901, -0.4514], [0.3165, -0.1242, 1.2174], [0.2967, -1.2846, -0.8707], [1.7753, 0.4644, -0.5221], [-1.6525, 1.8322, -0.4173], [-2.2159, -0.1031, -0.2044], [0.3659, 0.7530, 1.7971], [0.8362, -0.8319, 1.6537], [1.8969, 0.5007, -1.5337], [-0.4866, -1.8518, -0.5074]], "relative_energy_kj_mol": 326.2, "e_lumo_ev": 0.585}